No. 1
Formula: C4H7NO
Source: OMol25
Level of theory: the ωB97M-V functional and the def2-TZVPD basis

Structure (ORCA input):
```
! RIJCOSX wB97M-V def2-TZVPD def2/J DEFGRID3
* xyz 0 1
C -2.033 -0.971 -0.610
N -1.549 0.412 -0.661
C -0.456 0.596 -0.115
C 0.709 0.654 0.489
C 2.000 0.396 -0.221
O 0.861 0.934 1.833
H -2.557 -1.210 -1.537
H -2.741 -1.075 0.216
H -1.212 -1.680 -0.452
H 2.677 1.254 -0.146
H 1.814 0.183 -1.277
H 2.495 -0.470 0.233
H -0.010 0.977 2.249
*
```

Results
HOMO-LUMO gap, eV: 8.83
DFT total energy, eV: -7797.113
Energy above the lowest of the compared OMol25 structures with the same formula, charge and spin, kcal/mol: 58.4
SMILES string: CN=C=C(C)O
Lowest unoccupied orbital energy, eV: 0.729

---

No. 2
Formula: C30H20BrF4IrN4O7S
Source: OMol25
Level of theory: the ωB97M-V functional and the def2-TZVPD basis

Structure (ORCA input):
```
! RIJCOSX wB97M-V def2-TZVPD def2/J DEFGRID3
* xyz 1 6
Ir 1.295 1.022 1.215
Br -9.038 -1.023 3.042
C -7.358 -1.625 3.646
C -6.975 -2.943 3.401
C -5.730 -3.371 3.793
C -4.846 -2.481 4.441
C -5.272 -1.160 4.725
C -6.510 -0.737 4.307
N -3.596 -2.888 4.716
N -2.642 -2.297 5.295
C -1.543 -1.739 4.727
C -0.744 -0.936 5.562
C 0.250 -0.137 5.057
C 0.507 -0.084 3.670
O 1.345 0.757 3.170
C -0.217 -0.981 2.810
N 0.035 -0.902 1.495
C -0.624 -1.649 0.634
C -1.555 -2.594 1.055
C -1.845 -2.692 2.399
C -1.204 -1.851 3.318
H -7.657 -3.620 2.906
H -5.408 -4.388 3.610
H -4.588 -0.491 5.232
H -6.822 0.285 4.469
H -0.965 -0.931 6.620
H 0.821 0.520 5.700
H -0.403 -1.500 -0.415
H -2.049 -3.226 0.332
H -2.558 -3.425 2.743
C 5.680 2.101 -4.576
C 5.284 0.631 -4.440
C 4.878 -0.018 -5.757
C 3.674 0.700 -6.358
C 2.604 0.962 -5.329
C 1.326 1.299 -5.716
C 0.327 1.513 -4.769
F -0.898 1.833 -5.195
C 0.562 1.386 -3.427
C 1.851 1.039 -3.009
C 2.126 0.865 -1.596
O 1.228 1.215 -0.760
C 3.370 0.293 -1.261
C 4.340 0.190 -2.234
N 4.149 0.525 -3.503
C 2.879 0.849 -3.951
C 3.710 -0.322 0.081
O 4.755 -0.920 0.189
O 2.818 -0.249 1.034
H 6.485 2.206 -5.302
H 6.024 2.487 -3.616
H 4.840 2.713 -4.903
H 6.116 0.080 -4.003
H 4.639 -1.067 -5.569
H 5.718 0.004 -6.450
H 3.260 0.104 -7.171
H 3.982 1.653 -6.795
H 1.077 1.395 -6.766
H -0.222 1.539 -2.698
H 5.315 -0.179 -1.940
F -3.777 3.157 1.619
C -2.515 3.496 1.365
F -2.179 4.532 2.119
F -2.396 3.824 0.082
S -1.470 2.007 1.706
O -1.889 1.064 0.709
O -1.691 1.648 3.077
O -0.082 2.532 1.438
*
```

Results
<S²>: 8.81
HOMO-LUMO gap (alpha / beta), eV: 6.75 / 5.21
DFT total energy, eV: -146305.393
Lowest unoccupied orbital energy (alpha / beta), eV: -3.380 / -6.292

---

No. 3
Formula: C4H9N3
Source: OMol25
Level of theory: the ωB97M-V functional and the def2-TZVPD basis

Structure (ORCA input):
```
! RIJCOSX wB97M-V def2-TZVPD def2/J DEFGRID3
* xyz 0 1
C -0.925 -0.843 -0.568
C 0.113 -1.450 0.294
C -1.362 0.472 0.075
C 1.493 1.031 -0.645
N 1.205 -0.836 0.731
N -1.473 0.580 1.295
N 1.842 0.270 0.484
H -0.951 -0.909 -1.617
H -1.925 -1.440 -0.503
H -0.248 -2.207 0.965
H -1.577 1.339 -0.647
H 2.256 1.665 -1.078
H 0.876 0.488 -1.471
H 0.725 1.717 -0.338
H 1.660 -1.363 1.441
H -1.710 1.486 1.581
*
```

Results
HOMO-LUMO gap (alpha / beta), eV: 8.35 / 8.35
DFT total energy, eV: -8760.147
Energy above the lowest of the compared OMol25 structures with the same formula, charge and spin, kcal/mol: 101.0
Lowest unoccupied orbital energy (alpha / beta), eV: 0.992 / 0.992

---

No. 4
Formula: C5H23NO8
Source: OMol25
Level of theory: the ωB97M-V functional and the def2-TZVPD basis

Structure (ORCA input):
```
! RIJCOSX wB97M-V def2-TZVPD def2/J DEFGRID3
* xyz -1 2
C -0.991 0.144 1.983
C -0.023 -0.189 0.836
N 1.425 -0.192 1.189
C 1.662 -0.867 2.468
C 2.183 -0.807 0.086
C 2.381 0.024 -1.162
O 1.260 0.078 -2.000
O 3.463 0.558 -1.504
H -1.450 -0.789 2.316
H -1.849 0.701 1.631
H -0.351 0.528 2.774
H -0.126 0.571 0.068
H -0.250 -1.160 0.380
H 2.437 -1.628 2.383
H 0.821 -1.419 2.906
H 1.929 -0.147 3.249
H 1.798 -1.782 -0.315
H 3.202 -0.958 0.440
H 1.006 0.960 -2.307
H -1.771 -2.642 3.246
H -0.680 -2.913 2.228
O -1.222 -3.370 2.902
H -2.871 1.118 -1.120
H -3.687 2.294 -1.575
O -2.909 2.116 -1.065
H -3.547 -1.175 -0.870
H -2.061 -1.146 -1.637
O -2.864 -0.641 -1.304
H 0.067 -1.059 -2.126
H -0.788 -1.329 -3.352
O -0.617 -1.687 -2.511
H 1.774 2.380 -0.186
H 2.636 3.083 -1.189
O 1.710 3.043 -0.845
H 0.197 3.046 -1.759
H -1.335 2.400 -1.900
O -0.560 2.855 -2.358
*
```

Results
<S²>: 0.75
HOMO-LUMO gap (alpha / beta), eV: 2.76 / 7.37
DFT total energy, eV: -23427.575
Energy above the lowest of the compared OMol25 structures with the same formula, charge and spin, kcal/mol: 22.2
Lowest unoccupied orbital energy (alpha / beta), eV: 2.742 / 2.697

---

No. 5
Formula: CH2ClN2O3
Source: OMol25
Level of theory: the ωB97M-V functional and the def2-TZVPD basis

Structure (ORCA input):
```
! RIJCOSX wB97M-V def2-TZVPD def2/J DEFGRID3
* xyz -1 1
C -3.445 -0.429 0.524
N 1.531 0.667 -0.592
N 1.174 0.258 0.545
O -2.696 -0.484 1.390
O -4.295 -0.746 -0.146
O -0.169 0.154 0.753
Cl -2.470 1.414 -0.813
H 2.584 0.731 -0.553
H -0.924 0.478 0.029
*
```

Results
HOMO-LUMO gap, eV: 9.09
DFT total energy, eV: -22715.212
Energy above the lowest of the compared OMol25 structures with the same formula, charge and spin, kcal/mol: 57.6
Lowest unoccupied orbital energy, eV: 3.946

---

No. 6
Formula: C5H12S
Source: OMol25
Level of theory: the ωB97M-V functional and the def2-TZVPD basis

Structure (ORCA input):
```
! RIJCOSX wB97M-V def2-TZVPD def2/J DEFGRID3
* xyz 0 1
C 1.093 -1.466 -1.687
C -0.110 -0.600 -2.141
C -0.299 0.738 -1.417
C -0.949 0.588 -0.007
S 0.352 0.100 1.147
C -0.310 0.519 2.816
H 1.283 -2.203 -2.473
H 2.070 -0.968 -1.644
H 0.931 -1.904 -0.710
H -0.943 -1.306 -2.022
H -0.032 -0.408 -3.215
H -0.995 1.347 -2.011
H 0.646 1.262 -1.438
H -1.337 1.584 0.254
H -1.848 -0.026 -0.034
H -0.740 -0.431 3.191
H -1.078 1.276 2.794
H 0.537 0.686 3.474
*
```

Results
HOMO-LUMO gap, eV: 9.39
DFT total energy, eV: -16214.448
Energy above the lowest of the compared OMol25 structures with the same formula, charge and spin, kcal/mol: 7.6
SMILES string: CCCCSC
Lowest unoccupied orbital energy, eV: 1.022

---

No. 7
Formula: C16H44N7O7
Source: OMol25
Level of theory: the ωB97M-V functional and the def2-TZVPD basis

Structure (ORCA input):
```
! RIJCOSX wB97M-V def2-TZVPD def2/J DEFGRID3
* xyz -2 2
O 0.717 -0.591 -1.577
H -0.082 -0.135 -1.249
C -1.526 2.602 1.415
C -1.582 2.114 2.907
C -2.980 1.479 3.076
C -3.203 0.100 2.531
C -2.137 -0.814 3.102
C -0.753 -0.393 2.894
N -0.565 1.058 3.217
O 0.725 1.583 3.231
C 0.187 -1.281 3.780
C -0.367 -0.677 1.388
C -1.373 3.288 3.935
H -2.210 3.426 1.211
H -1.482 1.805 0.673
H -0.582 3.146 1.374
H -3.463 1.685 4.031
H -3.746 2.004 2.505
H -3.192 0.229 1.448
H -4.210 -0.264 2.738
H -2.252 -1.658 2.423
H -2.333 -1.110 4.133
H 1.185 -0.861 3.657
H -0.026 -1.124 4.838
H 0.387 -2.340 3.621
H 0.667 -0.434 1.144
H -0.563 -1.735 1.207
H -0.804 -0.001 0.652
H -2.177 4.024 3.946
H -0.504 3.901 3.695
H -1.317 2.935 4.964
H 0.810 1.481 2.280
C -1.607 -3.033 -1.948
O -2.538 -3.773 -2.235
N -0.553 -2.895 -2.617
N -1.631 -2.149 -1.061
H -0.527 -3.418 -3.480
H 0.080 -2.202 -2.245
H -0.879 -1.483 -0.956
H -2.521 -1.984 -0.614
C 2.421 -3.598 0.155
O 3.107 -4.576 0.332
N 1.115 -3.530 0.354
N 2.782 -2.519 -0.539
H 0.582 -4.265 0.795
H 0.742 -2.606 0.187
H 2.139 -1.974 -1.096
H 3.763 -2.421 -0.757
C 1.962 2.277 0.189
O 2.258 3.231 0.890
N 2.293 1.103 0.484
N 1.068 2.171 -0.702
H 1.983 0.477 -0.245
H 2.808 0.967 1.342
H 0.646 3.060 -0.928
H 0.827 1.220 -0.942
C 4.352 -0.293 -4.707
C 3.409 -0.868 -3.675
O 3.273 -0.043 -2.545
H 4.364 -0.764 -5.690
H 5.429 -0.214 -4.558
H 4.088 0.685 -5.109
H 3.747 -1.798 -3.218
H 2.481 -1.071 -4.211
H 2.405 -0.228 -2.178
C -2.097 1.504 -2.283
C -1.620 1.635 -3.756
O -0.307 1.322 -3.893
H -1.484 0.830 -1.685
H -3.142 1.196 -2.257
H -2.207 2.457 -1.766
H -1.756 2.691 -3.988
H -2.214 1.028 -4.440
H -0.294 0.410 -3.596
*
```

Results
<S²>: 0.75
HOMO-LUMO gap (alpha / beta), eV: 1.63 / 7.63
DFT total energy, eV: -42064.819
Lowest unoccupied orbital energy (alpha / beta), eV: 4.478 / 4.433

---

Q: DFT total energy of number 5 (CH2ClN2O3)?
A: -22715.212 eV

---

Q: DFT total energy of number 3 (C4H9N3)?
A: -8760.147 eV